A cluster of 3 separate species, C4H17N2O2 in total at a distorted geometry, computed with the ωB97M-V functional and the def2-TZVPD basis.

For the energy above the lowest of the compared OMol25 structures with the same formula, charge and spin, the calculation gives 13.73 kcal per mole. The value obtained for the max |F| is 3.39 eV Å⁻¹. Its charge is +1. The HOMO-LUMO gap comes out at 11.09 eV.

Each line ends with the Mulliken charge.
Element x y z (Å)
C: 0.7173 -1.3470 0.5643  -0.587
C: -0.5648 -1.9055 -0.0049  -0.557
C: -1.7132 -0.9018 0.1246  -0.778
C: -2.3805 1.3713 -0.5305  -0.931
N: -1.3999 0.2798 -0.7042  -0.461
N: 0.9654 0.0907 0.0857  -0.086
H: 0.6692 -1.2673 1.6523  0.356
H: 1.5924 -1.9432 0.3107  0.328
H: -0.7548 -2.7963 0.5637  0.354
H: -0.4773 -2.1418 -1.0627  0.305
H: -2.6570 -1.3549 -0.1701  0.459
H: -1.7770 -0.5816 1.1515  0.391
H: -2.3526 2.0482 -1.3675  0.352
H: -3.3873 1.0021 -0.3940  0.336
H: -2.1408 1.9295 0.3582  0.285
H: -1.4295 -0.0266 -1.6685  0.264
H: 0.0183 0.4359 -0.2741  0.470
H: 1.6418 0.0427 -0.6999  0.219
H: 1.5189 0.5088 0.8275  0.339
H: 2.6931 -0.0977 -2.7987  0.293
H: 4.0046 0.1636 -2.0989  0.298
O: 3.0606 0.1092 -1.9411  -0.638
H: 0.7065 1.8756 2.9669  0.310
H: 1.9086 2.6872 2.6016  0.305
O: 1.5378 1.8191 2.5082  -0.628


A cluster of 9 separate species, C23H64BN4O11S8 in total at a distorted geometry, computed with the ωB97M-V functional and the def2-TZVPD basis.

The value obtained for the max |F| is 1.01 eV Å⁻¹. Its charge is +1. The HOMO-LUMO gap comes out at 7.05 eV.

Each line ends with the Mulliken charge.
Element x y z (Å)
N: -4.4405 -2.3244 4.6521  -0.404
C: -5.4828 -2.9032 3.9362  0.225
O: -6.6482 -2.6744 4.1781  -0.607
C: -5.0915 -3.8733 2.8201  0.075
C: -5.8451 -3.5538 1.5202  -1.614
C: -5.0794 -2.6557 0.5493  1.176
C: -5.8500 -2.5493 -0.7645  -1.154
N: -5.0555 -1.7484 -1.7845  -0.391
C: -4.2629 -0.8757 -1.0374  0.185
N: -2.9949 -0.8302 -1.2810  -0.036
N: -4.7546 -0.1930 0.0544  -0.226
C: -4.8609 -1.2628 1.1723  -0.787
B: -3.5048 -1.0146 1.9782  0.788
O: -2.5164 -1.9362 1.8375  -0.559
O: -3.3589 0.1431 2.7082  -0.661
H: -3.5306 -2.6876 4.3797  0.195
H: -4.4520 -1.3113 4.6536  0.279
H: -4.0091 -3.8826 2.6765  0.019
H: -5.3861 -4.8769 3.1382  0.423
H: -6.0858 -4.4904 1.0110  0.453
H: -6.7985 -3.0798 1.7759  0.508
H: -4.1011 -3.1086 0.3428  0.203
H: -6.0377 -3.5333 -1.1908  0.407
H: -6.8190 -2.0689 -0.5892  0.383
H: -5.7190 -1.1843 -2.3159  0.322
H: -2.3809 -0.2076 -0.7677  0.186
H: -2.6053 -1.4433 -1.9864  0.289
H: -5.6951 0.1335 -0.1504  0.401
H: -5.7337 -0.9811 1.7673  0.526
H: -1.6634 -1.4680 1.8912  0.153
H: -3.1731 0.9617 2.2423  0.308
C: 1.4585 -2.8406 2.6973  -0.988
S: 1.7718 -1.1818 2.1262  0.354
O: 0.5066 -0.7604 1.4286  -0.491
C: 2.9705 -1.5986 0.8771  -0.849
H: 0.6729 -2.7850 3.4512  0.329
H: 1.1207 -3.4493 1.8574  0.272
H: 2.3716 -3.2586 3.1264  0.443
H: 2.5272 -2.2847 0.1562  0.179
H: 3.8279 -2.0495 1.3800  0.500
H: 3.2679 -0.6915 0.3573  0.270
C: 0.7520 2.2619 1.1322  -0.939
S: 1.1612 3.6173 0.0466  0.735
O: 2.4482 3.2644 -0.6268  -0.715
C: 1.5562 4.8168 1.3140  -0.892
H: 0.5214 1.3925 0.5230  0.203
H: 1.6010 2.0364 1.7784  0.368
H: -0.1197 2.5375 1.7265  0.335
H: 2.3711 4.4241 1.9231  0.427
H: 0.6691 5.0050 1.9189  0.354
H: 1.8466 5.7420 0.8252  0.100
C: 1.2661 10.2022 -0.1601  -1.038
S: 0.8741 8.5815 -0.8181  0.554
O: 0.6385 7.6884 0.3530  -0.538
C: 2.5142 8.1950 -1.4314  -1.027
H: 0.3655 10.5858 0.3143  0.328
H: 2.0646 10.1047 0.5747  0.315
H: 1.5630 10.8597 -0.9767  0.403
H: 3.2232 8.2418 -0.6052  0.316
H: 2.7821 8.9022 -2.2160  0.434
H: 2.4800 7.1864 -1.8395  0.296
C: -3.7600 5.3556 -2.5589  -0.977
S: -2.2674 4.9466 -1.6476  0.561
O: -2.6085 3.7508 -0.8167  -0.597
C: -2.2894 6.3725 -0.5686  -0.828
H: -3.9399 4.5513 -3.2690  0.322
H: -4.5929 5.4361 -1.8609  0.279
H: -3.6103 6.2921 -3.0956  0.352
H: -3.2245 6.3950 -0.0089  0.411
H: -2.1732 7.2711 -1.1751  0.349
H: -1.4386 6.2932 0.1056  0.127
C: 0.0205 -5.3651 5.5297  -0.903
S: -1.6524 -5.3528 4.8857  0.476
O: -1.9168 -3.9391 4.4746  -0.600
C: -2.4776 -5.6081 6.4562  -1.039
H: 0.6953 -5.1681 4.6988  0.167
H: 0.1160 -4.5851 6.2844  0.322
H: 0.2351 -6.3462 5.9527  0.444
H: -2.1992 -4.8085 7.1417  0.327
H: -2.1918 -6.5824 6.8516  0.424
H: -3.5501 -5.5843 6.2731  0.318
C: 3.6754 -0.2730 -4.6633  -0.936
S: 3.5365 0.2904 -2.9712  0.486
O: 3.1343 -0.8973 -2.1538  -0.603
C: 2.0465 1.2560 -3.1895  -0.543
H: 4.5287 -0.9449 -4.7228  0.347
H: 2.7652 -0.8030 -4.9435  0.323
H: 3.8453 0.5717 -5.3289  0.307
H: 1.2628 0.6012 -3.5731  0.366
H: 2.2320 2.0775 -3.8813  0.373
H: 1.7827 1.6648 -2.2165  -0.175
C: 4.9580 -7.2805 2.2850  -0.936
S: 4.9369 -5.5927 1.6759  0.486
O: 4.4524 -4.7346 2.7943  -0.581
C: 3.5422 -5.8057 0.5641  -0.727
H: 5.7447 -7.3445 3.0336  0.331
H: 3.9925 -7.5114 2.7343  0.283
H: 5.1776 -7.9575 1.4599  0.361
H: 2.6799 -6.1481 1.1363  0.250
H: 3.8035 -6.5229 -0.2136  0.401
H: 3.3380 -4.8364 0.1129  0.148
C: 6.1899 2.5373 -7.3922  -0.920
S: 5.4967 1.2844 -8.4769  0.456
O: 4.6466 0.4094 -7.6218  -0.576
C: 7.0279 0.3896 -8.7522  -0.915
H: 5.3693 3.1746 -7.0689  0.302
H: 6.6498 2.0507 -6.5323  0.286
H: 6.9206 3.1304 -7.9417  0.393
H: 7.4249 0.0598 -7.7926  0.295
H: 7.7376 1.0347 -9.2696  0.366
H: 6.7901 -0.4703 -9.3746  0.312


A structure of composition C33H30BaBrN4O9P2 at a distorted geometry, computed with the ωB97M-V functional and the def2-TZVPD basis.

For the energy above the lowest of the compared OMol25 structures with the same formula, charge and spin, the calculation gives 11.69 kcal per mole. The value obtained for the max |F| is 2.35 eV Å⁻¹. Its charge is -1. The HOMO-LUMO gap comes out at 6.98 eV.

Each line ends with the Mulliken charge.
Element x y z (Å)
Ba: 15.5491 16.4858 10.1089  1.993
O: 17.1291 14.3299 11.7121  -0.374
P: 16.1915 14.7565 12.9763  0.734
O: 17.1189 15.2799 13.9719  -0.736
O: 15.1292 15.6168 12.4325  -0.672
O: 15.4317 13.2046 13.1268  -0.323
P: 14.9619 12.1127 12.0689  0.798
O: 14.2681 10.9559 12.9658  -0.497
O: 13.6668 12.7763 11.4861  -0.164
O: 15.9787 11.6524 11.1090  -0.666
H: 17.5624 13.4982 11.8917  0.224
H: 14.3511 10.0765 12.5738  0.325
C: 13.1644 19.0637 9.9109  -1.000
O: 13.2974 17.6440 9.9423  -0.227
C: 12.2000 16.8248 9.6252  0.172
C: 10.9586 17.4174 9.4848  -0.365
C: 9.8667 16.6151 9.2363  -0.626
Br: 8.1548 17.4017 9.3192  -0.272
C: 9.9957 15.2744 9.0998  -0.526
C: 11.2441 14.7012 9.1996  0.330
C: 12.4313 15.4342 9.4913  0.632
O: 13.5650 14.8489 9.6693  -1.190
C: 11.3310 13.2665 9.3397  0.064
N: 11.9825 12.3583 8.6254  -0.707
C: 11.4821 11.1557 9.0933  0.822
C: 11.8086 9.9013 8.6537  -0.675
C: 11.2188 8.8141 9.2710  -0.443
C: 10.3046 9.0050 10.3144  -0.501
C: 9.9188 10.2657 10.6971  -0.983
C: 10.5287 11.3490 10.0625  0.375
N: 10.4597 12.7012 10.2509  0.069
H: 12.2933 19.3760 10.4996  0.436
H: 13.0296 19.3921 8.8868  0.490
H: 14.0797 19.4294 10.3239  0.202
H: 10.8576 18.4661 9.6495  0.579
H: 9.1553 14.6502 8.8396  0.586
H: 13.8817 13.5167 10.8694  0.342
H: 12.4995 9.7704 7.8537  0.472
H: 11.3728 7.7993 8.8881  0.343
H: 9.7762 8.2032 10.8095  0.382
H: 9.1645 10.4487 11.4739  0.329
H: 9.7988 13.1790 10.8619  0.280
C: 17.0318 23.1554 11.9867  -0.305
C: 17.1469 21.9876 12.7168  -0.747
C: 17.0554 20.7725 12.0164  -0.537
C: 16.8823 20.7486 10.6341  0.696
C: 16.8751 21.9428 9.9301  -0.154
C: 16.8888 23.1334 10.6166  -0.700
C: 16.6028 19.4479 10.0055  0.709
C: 16.3765 19.0472 8.7566  -0.760
C: 16.7317 19.8538 7.5844  -1.262
C: 15.7627 20.4584 6.7491  -0.158
C: 16.1057 21.1038 5.5691  -0.612
C: 17.4251 21.2687 5.2214  -0.450
C: 18.3950 20.7521 6.0542  -0.703
C: 18.0630 20.0461 7.2175  0.259
H: 16.9930 24.1446 12.4143  0.353
H: 17.1154 22.0962 13.8004  0.335
H: 16.9882 19.8698 12.6147  0.359
H: 16.7524 21.9492 8.8588  0.282
H: 16.7966 24.0868 10.0662  0.329
H: 16.4228 18.7073 10.7935  0.062
H: 14.7563 20.3768 7.0687  0.443
H: 15.2984 21.5239 4.9762  0.374
H: 17.7254 21.7918 4.3448  0.406
H: 19.4571 20.8855 5.8564  0.359
H: 18.8408 19.5719 7.7900  0.388
N: 22.3804 16.0523 8.8541  -0.440
C: 21.0331 15.8488 8.7040  0.866
C: 20.1243 16.8605 8.3520  -0.502
C: 18.7750 16.6067 8.4779  -0.145
N: 18.2157 15.4353 8.8256  -0.192
C: 19.1150 14.4604 9.0282  -0.640
C: 20.4755 14.6144 8.9532  -0.613
H: 22.8092 16.8450 8.4814  0.191
H: 22.9974 15.2997 9.0872  0.179
H: 20.4639 17.8453 8.0720  0.369
H: 18.0716 17.4209 8.3198  0.159
H: 18.7429 13.5154 9.3369  0.496
H: 21.1008 13.7648 9.2023  0.275


A cluster of 2 separate species, C6H10N3O2S in total at a distorted geometry, computed with the ωB97M-V functional and the def2-TZVPD basis.

For the energy above the lowest of the compared OMol25 structures with the same formula, charge and spin, the calculation gives 61.19 kcal per mole. The value obtained for the max |F| is 3.82 eV Å⁻¹. Its charge is -1. The HOMO-LUMO gap (alpha / beta) comes out at 6.81 / 6.82 eV.

Each line ends with the Mulliken charge.
Element x y z (Å)
C: 0.2775 0.0117 1.3828  -0.251
C: 2.1103 1.0590 0.8177  -0.276
C: 0.6090 -0.2155 0.0914  0.093
C: -0.3898 -0.1444 -3.1284  -1.147
C: 1.3738 1.3834 3.1847  -0.867
C: -1.3397 -0.7155 -2.0799  -0.346
N: 1.7389 0.4262 -0.2659  -0.612
N: 1.2621 0.8515 1.8591  0.151
N: -0.7049 -1.5864 -1.1750  -0.323
O: -2.7307 -2.9511 -0.5920  -0.638
O: -2.5351 -0.7588 0.5274  -0.616
S: -1.8448 -2.0317 0.1776  0.440
H: -0.5553 -0.3145 1.9648  0.417
H: 2.9832 1.6812 0.8949  0.408
H: 0.0892 -0.9545 -3.6755  0.260
H: -0.9311 0.4917 -3.8295  0.362
H: 0.3826 0.4368 -2.6306  0.289
H: 1.5091 2.4669 3.1517  0.320
H: 0.4613 1.1589 3.7373  0.285
H: 2.2225 0.9400 3.7161  0.292
H: -1.8779 0.0972 -1.5568  0.303
H: -2.1101 -1.3319 -2.5719  0.455